Record 1
C3H6N4O3 | the ωB97M-V functional and the def2-TZVPD basis

Cartesian coordinates (Å):
C: 0.93 0.04 0.86
C: -2.12 0.28 -0.89
C: 2.80 -0.15 0.06
N: -4.29 1.02 -0.33
N: 0.00 -0.05 0.06
N: -3.44 0.11 -0.34
N: -1.32 0.20 0.30
O: -1.77 0.07 -1.97
O: 3.61 -0.80 0.86
O: 2.64 -0.78 -1.15
H: 1.25 0.24 1.96
H: 2.96 1.03 0.13
H: -5.13 0.71 0.22
H: -1.73 0.47 1.22
H: 3.80 -1.82 0.70
H: 1.80 -0.54 -1.69

The relative energy (zero: lowest compared OMol25 entry of this formula, charge and spin) comes out at 135.33 kcal/mol. The frontier orbital gap comes out at 8.13 eV. The calculation puts the HOMO energy at -8.03 eV.

Record 2
C3H6N4S | the ωB97M-V functional and the def2-TZVPD basis

Cartesian coordinates (Å):
C: 0.87 1.48 -0.73
C: 1.22 0.22 0.06
C: -1.47 0.39 0.57
N: -0.50 1.38 -1.25
N: -1.39 0.85 -0.59
N: -0.71 -2.29 0.48
N: -1.66 -2.22 -0.18
S: 0.02 -0.20 1.40
H: 0.82 2.43 -0.14
H: 1.56 1.44 -1.47
H: 1.19 -0.74 -0.39
H: 2.29 0.35 0.43
H: -2.22 -0.12 1.05
H: -0.02 -2.96 0.75

The relative energy (zero: lowest compared OMol25 entry of this formula, charge and spin) comes out at 165.87 kcal/mol. The frontier orbital gap (alpha / beta) comes out at 7.67 / 6.48 eV. The calculation puts the HOMO energy (alpha / beta) at -7.66 / -7.29 eV.

Record 3
C3H6N4S | the ωB97M-V functional and the def2-TZVPD basis

Cartesian coordinates (Å):
N: -2.82 -0.08 -0.25
N: -1.83 0.86 0.00
C: -0.63 0.44 0.10
C: 0.48 1.41 0.38
N: 1.65 1.10 -0.42
N: 2.31 -0.06 -0.11
C: 1.59 -1.10 0.13
S: -0.16 -1.26 0.00
H: -3.71 0.32 -0.01
H: -2.73 -0.96 0.30
H: 0.08 2.40 0.09
H: 0.71 1.39 1.46
H: 2.35 1.85 -0.42
H: 2.11 -2.05 0.34

The relative energy (zero: lowest compared OMol25 entry of this formula, charge and spin) comes out at 56.15 kcal/mol. The frontier orbital gap comes out at 9.19 eV. The calculation puts the HOMO energy at -8.42 eV. As for the SMILES: N/N=C1/CNN=CS1.

Record 4
C3H6N4S | the ωB97M-V functional and the def2-TZVPD basis

Cartesian coordinates (Å):
C: 2.17 0.08 -0.16
C: -0.30 -1.55 0.42
C: -1.46 1.16 -0.25
N: 2.02 1.33 -0.34
N: 0.80 1.77 -0.31
N: 0.38 -0.39 -0.06
N: -0.06 0.80 -0.14
S: 3.12 -1.13 -0.01
H: -0.64 -1.54 1.44
H: -1.26 -1.94 -0.22
H: 0.50 -2.42 0.54
H: -1.56 2.16 0.21
H: -1.71 1.37 -1.27
H: -1.98 0.31 0.15

The relative energy (zero: lowest compared OMol25 entry of this formula, charge and spin) comes out at 110.97 kcal/mol. The frontier orbital gap (alpha / beta) comes out at 8.05 / 8.05 eV. The calculation puts the HOMO energy (alpha / beta) at -7.91 / -7.91 eV.